(1)
The following is a quantum chemistry calculation of a 2-piece molecular cluster, F2H2N2O2S overall, from OMol25.

Values from the calculation:
LUMO energy (spin up / spin down)	-2.1474 / -1.8028	eV
strongest force on any atom	4.37	eV/A
energy relative to the best compared isomer or geometry (same formula, charge and spin)	2.133	eV
E	-23371.06722	eV
gap between HOMO and LUMO (spin up / spin down)	7.34 / 9.82	eV

Structure (ORCA input):
```
! wB97M-V def2-TZVPD RIJCOSX def2/J DEFGRID3
* xyz 0 1
O -1.1621 -1.4992 0.9868
N 1.3296 1.6822 0.7350
H 1.0710 -0.5099 -0.3252
O -2.3675 -0.7257 -1.0029
N 0.1840 -0.5190 -0.8239
H 0.0822 0.1664 -1.7007
S -1.2824 -0.5368 -0.0675
F 2.0976 0.5602 0.9942
F 0.0475 1.3817 1.2042
*
```

natural (NBO) population analysis, charges in e, atoms 1 to 8: -0.88 0.46 0.42 -0.86 -1.07 0.41 1.97 -0.23



(2)
The following is a quantum chemistry calculation of a 2-piece molecular cluster, F2H2NP overall, from OMol25.

Values from the calculation:
LUMO energy	-0.5744	eV
strongest force on any atom	1.50	eV/A
energy relative to the best compared isomer or geometry (same formula, charge and spin)	1.766	eV
E	-16246.66421	eV
SMILES	[H]/N=P\F.F
gap between HOMO and LUMO	11.12	eV

Structure (ORCA input):
```
! wB97M-V def2-TZVPD RIJCOSX def2/J DEFGRID3
* xyz 0 1
P -2.0200 -0.6609 -1.5640
H -0.1106 -0.2174 -0.3073
F -1.3306 -1.5730 -2.7556
H 0.0003 0.1448 1.2989
F 0.6984 0.5995 1.7379
N -1.0286 -0.0406 -0.6161
*
```

natural (NBO) charges, unit e, in atom order: 1.45 0.39 -0.60 0.56 -0.56 -1.24



(3)
The following is a quantum chemistry calculation of a single F2H2O2Si molecule, from OMol25.

Values from the calculation:
LUMO energy	0.2524	eV
strongest force on any atom	3.51	eV/A
energy relative to the best compared isomer or geometry (same formula, charge and spin)	0.425	eV
E	-17446.31885	eV
SMILES	O[Si](O)(F)F
gap between HOMO and LUMO	12.80	eV

Structure (ORCA input):
```
! wB97M-V def2-TZVPD RIJCOSX def2/J DEFGRID3
* xyz 0 1
O 1.1674 0.9881 -0.6624
F 0.7108 -1.5948 -0.5277
Si 0.3023 -0.1700 0.1813
H 0.4650 1.6771 -0.6789
O -1.3669 0.0629 0.0844
H -1.8477 -0.7005 -0.1171
F 0.5691 -0.2629 1.7205
*
```

natural (NBO) charges, unit e, in atom order: -1.06 -0.65 2.46 0.49 -1.10 0.50 -0.64



(4)
The following is a quantum chemistry calculation of an isolated ion of composition F2H4N2P and charge +1, from OMol25.

Values from the calculation:
LUMO energy	-4.3973	eV
strongest force on any atom	4.76	eV/A
energy relative to the best compared isomer or geometry (same formula, charge and spin)	0.444	eV
E	-17764.09140	eV
SMILES	NP(=[NH2+])(F)F
gap between HOMO and LUMO	13.02	eV

Structure (ORCA input):
```
! wB97M-V def2-TZVPD RIJCOSX def2/J DEFGRID3
* xyz 1 1
N -0.4430 -0.9804 0.7464
N 0.4730 1.1253 -0.5474
H -1.0706 -1.5444 1.2888
H 0.6606 1.4587 -1.5849
P -0.8551 0.2280 -0.2207
H 0.5944 -1.3635 0.6794
F -1.9510 0.9724 0.5455
F -1.7908 0.0292 -1.6129
H 0.9469 1.5471 0.2887
*
```

natural (NBO) population analysis, charges in e, atoms 1 to 8: -1.19 -1.23 0.47 0.50 2.48 0.49 -0.50 -0.49



(5)
The following is a quantum chemistry calculation of a 2-piece molecular cluster, F2HNS overall, from OMol25.

Values from the calculation:
LUMO energy	-0.8230	eV
strongest force on any atom	5.96	eV/A
energy relative to the best compared isomer or geometry (same formula, charge and spin)	0.509	eV
E	-17774.68510	eV
gap between HOMO and LUMO	10.71	eV

Structure (ORCA input):
```
! wB97M-V def2-TZVPD RIJCOSX def2/J DEFGRID3
* xyz 0 1
N -0.7096 1.4803 1.6327
H 0.6373 -1.8911 -0.6907
F -0.9280 0.1689 -0.6008
F 1.1047 -1.0913 -0.7510
S -0.1044 1.3332 0.4097
*
```

natural (NBO) charges, unit e, in atom order: -0.71 0.57 -0.59 -0.56 1.29



(6)
The following is a quantum chemistry calculation of a 2-piece molecular cluster, F2HPS overall, from OMol25.

Values from the calculation:
LUMO energy	-2.1306	eV
strongest force on any atom	4.08	eV/A
energy relative to the best compared isomer or geometry (same formula, charge and spin)	2.468	eV
E	-25574.79071	eV
gap between HOMO and LUMO	8.23	eV

Structure (ORCA input):
```
! wB97M-V def2-TZVPD RIJCOSX def2/J DEFGRID3
* xyz 0 1
H -1.3025 1.3202 -0.8471
F 1.0004 -0.0154 -1.1161
F 0.7334 0.6739 1.2415
S -0.2776 -1.9087 0.5943
P -0.1537 -0.0699 0.1274
*
```

natural (NBO) charges, unit e, in atom order: 0.04 -0.58 -0.55 -0.41 1.50



(7)
The following is a quantum chemistry calculation of F2Hg2 as an isolated structure, from OMol25.

Values from the calculation:
LUMO energy	-14.1087	eV
strongest force on any atom	4.45	eV/A
energy relative to the best compared isomer or geometry (same formula, charge and spin)	0.184	eV
E	-13758.28907	eV
gap between HOMO and LUMO	6.41	eV

Structure (ORCA input):
```
! wB97M-V def2-TZVPD RIJCOSX def2/J DEFGRID3
* xyz 2 1
Hg 5.4306 1.8432 1.2335
F 3.2783 1.9762 1.6651
F 4.4740 3.5367 2.1282
Hg 1.7938 1.8203 3.0843
*
```

natural (NBO) charges, unit e, in atom order: 1.68 -0.75 -0.65 1.72



(8)
The following is a quantum chemistry calculation of a single F2IP molecule, from OMol25.

Values from the calculation:
LUMO energy	-2.7019	eV
strongest force on any atom	0.92	eV/A
E	-22823.61860	eV
SMILES	FP(F)I
gap between HOMO and LUMO	5.97	eV

Structure (ORCA input):
```
! wB97M-V def2-TZVPD RIJCOSX def2/J DEFGRID3
* xyz 0 1
P 0.1617 0.0369 0.1749
I -1.4789 -0.5049 -1.7844
F 1.1790 1.2955 0.0306
F 0.1381 -0.8275 1.5789
*
```

natural (NBO) charges, unit e, in atom order: 1.57 -0.35 -0.61 -0.61